Record 1
{
  "formula": "C5H13N2",
  "method": "the ωB97M-V functional and the def2-TZVPD basis",
  "symbols": ["C", "C", "C", "N", "H", "H", "H", "H", "H", "H", "H", "C", "C", "N", "H", "H", "H", "H", "H", "H"],
  "coordinates": [[-1.34367, 1.48183, -1.36161], [-0.42078, 0.35902, -1.59325], [0.80229, 0.49614, -2.16837], [-0.79554, -0.93174, -1.04655], [-1.41655, 1.74730, -0.26847], [-2.37794, 1.22184, -1.71271], [-1.11038, 2.36244, -1.98189], [1.50722, -0.35876, -2.26662], [1.10114, 1.47186, -2.49313], [-1.77155, -1.02995, -0.81918], [-0.48117, -1.72930, -1.61693], [0.79833, -0.03262, 1.88676], [0.58232, -0.05170, 3.22412], [0.68941, -1.20022, 1.01415], [1.05184, 0.88889, 1.34386], [0.82323, 0.82597, 3.83711], [0.39633, -0.96217, 3.77584], [1.61312, -1.46497, 0.62970], [0.41323, -2.04018, 1.55966], [-0.06088, -1.05366, 0.05750]],
  "lowdin_charge": [0.018, -0.255, 0.281, 0.180, 0.144, 0.140, 0.122, 0.139, 0.122, 0.163, 0.181, -0.171, 0.116, 0.099, 0.117, 0.102, 0.086, 0.167, 0.172, 0.077],
  "max_force_ha_per_bohr": 0.071,
  "orbital_gap_ev": [9.6, 5.0],
  "homo_energy_ev": [-18.1, -17.9],
  "charge": 2,
  "spin_multiplicity": 2,
  "lumo_ev": [-8.5, -12.9],
  "de_lowest_kcal_mol": 70.4,
  "total_energy_ha": -307.05409
}



Record 2
{
  "formula": "C6H10N2O",
  "method": "the ωB97M-V functional and the def2-TZVPD basis",
  "symbols": ["C", "C", "C", "O", "C", "N", "C", "C", "N", "H", "H", "H", "H", "H", "H", "H", "H", "H", "H"],
  "coordinates": [[2.37488, -0.18200, -0.11894], [1.52377, -0.03805, 0.90833], [0.52736, 1.23053, 1.01796], [0.65882, 2.05354, 1.90062], [-0.50063, 1.00036, 0.03037], [-1.07780, 2.02843, -0.71163], [-0.62843, -0.36751, -0.26523], [-1.01668, -1.41444, 0.76247], [-0.87884, -0.76336, -1.57004], [2.09332, 0.10502, -1.12808], [3.33503, -0.67315, 0.00675], [1.81804, -0.39697, 1.89154], [-1.98758, 1.79111, -1.09787], [-0.49289, 2.84378, -0.84032], [-0.44704, -2.33514, 0.60534], [-0.84558, -1.07231, 1.78373], [-2.07660, -1.66283, 0.64425], [-0.66738, -1.73137, -1.78479], [-1.71176, -0.41562, -2.03447]],
  "lowdin_charge": [0.025, -0.109, -0.359, 0.083, -0.274, 0.120, -0.359, -0.045, 0.078, 0.065, 0.056, 0.098, 0.096, 0.102, 0.079, 0.082, 0.087, 0.091, 0.084],
  "max_force_ha_per_bohr": 0.064,
  "orbital_gap_ev": [7.4, 7.4],
  "homo_energy_ev": [-7.2, -7.2],
  "smiles": "C=CC(=O)/C(N)=C(\\C)N",
  "lumo_ev": [0.1, 0.1],
  "de_lowest_kcal_mol": 81.2,
  "total_energy_ha": -419.25704
}



Record 3
{
  "formula": "C20H56O20S6",
  "method": "the ωB97M-V functional and the def2-TZVPD basis",
  "symbols": ["C", "O", "H", "H", "H", "H", "C", "O", "H", "H", "H", "H", "O", "S", "O", "O", "C", "C", "C", "H", "H", "H", "H", "H", "H", "H", "H", "O", "S", "O", "O", "C", "C", "C", "H", "H", "H", "H", "H", "H", "H", "H", "O", "S", "O", "O", "C", "C", "C", "H", "H", "H", "H", "H", "H", "H", "H", "O", "S", "O", "O", "C", "C", "C", "H", "H", "H", "H", "H", "H", "H", "H", "O", "S", "O", "O", "C", "C", "C", "H", "H", "H", "H", "H", "H", "H", "H", "O", "S", "O", "O", "C", "C", "C", "H", "H", "H", "H", "H", "H", "H", "H"],
  "coordinates": [[9.81316, -26.09053, 22.73294], [9.83121, -26.68147, 21.52370], [9.17022, -26.58847, 23.45873], [10.84981, -26.10771, 23.06932], [9.52475, -25.04125, 22.67032], [8.94019, -26.55044, 21.19126], [8.05077, -25.53822, 20.11871], [7.76563, -26.62393, 20.99405], [7.55544, -25.66067, 19.15552], [7.80071, -24.60872, 20.63019], [9.10331, -25.51475, 19.83637], [6.84242, -26.84218, 20.84695], [4.97592, -30.33866, 21.68214], [5.93520, -30.41122, 22.82977], [6.08689, -31.61046, 23.63916], [7.42354, -29.99169, 22.31377], [7.57673, -28.82904, 21.45795], [7.13821, -29.05119, 19.98934], [5.57952, -28.92771, 23.91516], [8.63170, -28.55491, 21.46083], [7.04337, -27.92736, 21.75896], [6.05557, -29.05263, 19.86297], [7.58438, -29.87761, 19.43609], [7.45184, -28.13087, 19.49666], [4.80346, -29.15100, 24.64725], [5.14166, -28.23864, 23.19296], [6.50493, -28.52455, 24.32648], [6.91655, -23.27778, 19.86312], [8.07037, -22.62719, 19.18123], [8.57347, -21.27921, 19.55865], [9.38258, -23.69238, 19.13414], [10.56024, -23.30746, 18.53623], [10.96396, -24.21347, 17.38540], [7.69417, -22.53376, 17.31151], [11.34555, -23.20657, 19.28536], [10.52236, -22.35608, 18.00563], [10.87283, -25.18515, 17.87082], [12.02691, -24.13202, 17.15828], [10.24677, -24.11373, 16.57067], [7.62610, -23.56589, 16.96774], [8.47549, -21.95820, 16.81516], [6.72817, -22.04186, 17.19756], [9.55370, -31.34559, 18.61491], [10.06385, -30.47056, 19.66242], [11.51315, -30.23193, 19.77836], [9.19655, -29.03681, 19.68611], [9.69327, -27.99880, 18.82837], [8.59770, -27.23924, 18.01344], [9.43320, -31.05533, 21.33683], [10.34248, -28.37158, 18.03612], [10.24517, -27.30819, 19.46599], [8.12901, -28.03214, 17.43056], [9.05718, -26.38702, 17.51273], [7.85777, -26.72425, 18.62613], [9.76439, -32.09347, 21.36309], [8.34515, -31.04320, 21.27272], [9.77054, -30.36897, 22.11349], [5.56658, -22.00726, 18.19570], [4.91834, -23.34733, 18.24068], [3.72570, -23.71915, 17.50869], [6.08130, -24.50135, 17.93257], [6.11166, -25.02373, 16.59703], [7.27764, -25.92722, 16.55765], [4.67554, -23.80937, 20.01134], [6.30957, -24.21001, 15.89935], [5.11114, -25.41558, 16.41394], [7.25020, -26.40963, 15.58060], [7.34206, -26.64013, 17.37966], [8.21354, -25.37000, 16.51638], [4.17464, -22.93301, 20.42266], [5.68394, -23.99875, 20.37925], [4.16709, -24.77275, 19.97277], [5.42754, -26.04907, 21.14376], [5.64138, -25.91426, 22.60893], [6.15039, -27.09836, 23.37572], [6.70089, -24.62100, 22.79627], [6.47094, -23.35035, 22.21605], [7.86678, -22.77330, 22.20082], [4.12869, -25.29035, 23.53822], [5.69602, -22.86344, 22.80810], [6.12867, -23.34904, 21.18119], [8.49095, -23.40255, 21.56637], [8.36948, -22.86062, 23.16404], [7.95615, -21.76367, 21.79990], [3.70646, -24.48070, 22.94298], [4.55088, -24.79564, 24.41293], [3.52258, -26.15801, 23.79882], [1.46162, -30.07600, 19.67375], [1.96931, -28.83387, 19.08525], [1.03078, -27.72871, 18.75868], [3.27455, -28.27412, 20.05911], [3.82128, -26.96702, 19.73449], [5.30993, -27.14681, 19.58448], [2.96756, -29.28975, 17.53903], [3.67926, -26.28575, 20.57342], [3.38292, -26.65124, 18.78780], [5.70124, -27.19420, 20.60072], [5.74885, -26.26290, 19.12172], [5.59004, -27.95633, 18.91046], [3.86613, -29.82307, 17.84927], [3.38831, -28.43632, 17.00733], [2.44027, -29.90942, 16.81372]],
  "lowdin_charge": [-0.165, -0.133, 0.090, 0.092, 0.070, -0.132, -0.090, -0.193, 0.068, 0.061, 0.111, 0.020, -0.305, 0.734, -0.295, -0.325, -0.185, -0.088, -0.122, 0.120, 0.081, 0.053, 0.102, 0.052, 0.085, 0.028, 0.085, -0.534, 0.889, -0.275, -0.277, -0.310, -0.039, -0.056, 0.138, 0.112, 0.068, 0.094, 0.077, 0.024, 0.083, 0.023, -0.292, 0.724, -0.305, -0.427, -0.172, -0.151, -0.052, 0.127, 0.110, 0.133, 0.076, 0.011, 0.080, 0.047, 0.087, -0.344, 0.797, -0.259, -0.358, -0.248, -0.085, -0.067, 0.123, 0.126, 0.124, 0.003, 0.075, 0.113, -0.007, 0.051, -0.466, 0.921, -0.389, -0.230, -0.270, -0.044, -0.032, 0.135, 0.014, 0.050, 0.100, 0.085, 0.066, 0.075, 0.080, -0.294, 0.744, -0.324, -0.257, -0.206, -0.138, -0.092, 0.104, 0.118, 0.007, 0.091, 0.096, 0.060, 0.051, 0.065],
  "max_force_ha_per_bohr": 0.248,
  "orbital_gap_ev": 9.2,
  "homo_energy_ev": -9.5,
  "lumo_ev": -0.3,
  "de_lowest_kcal_mol": 537.8,
  "total_energy_ha": -4688.50871
}



Record 4
{
  "formula": "C20H41BrIIrNO14P4",
  "method": "the ωB97M-V functional and the def2-TZVPD basis",
  "symbols": ["Ir", "O", "C", "C", "C", "N", "C", "Br", "C", "H", "H", "H", "H", "C", "C", "O", "P", "O", "O", "O", "P", "O", "O", "O", "H", "H", "H", "H", "H", "H", "H", "C", "C", "C", "O", "P", "O", "C", "P", "O", "O", "C", "C", "C", "O", "C", "C", "C", "O", "C", "C", "C", "H", "H", "H", "H", "H", "H", "H", "H", "H", "H", "H", "H", "H", "H", "H", "H", "H", "H", "H", "H", "H", "H", "H", "H", "H", "H", "H", "H", "H", "H", "I"],
  "coordinates": [[-2.08257, 1.01798, 0.36344], [-1.50372, 0.45357, 6.68202], [-1.61868, 0.55535, 5.35981], [-2.22410, -0.40722, 4.54847], [-2.28104, -0.17375, 3.19830], [-1.79426, 0.93616, 2.60693], [-1.19553, 1.82462, 3.39843], [-0.42488, 3.35471, 2.61099], [-1.08402, 1.69499, 4.76301], [-1.91762, -0.35590, 7.01542], [-2.64232, -1.31599, 4.95769], [-2.72444, -0.90368, 2.53729], [-0.60025, 2.45042, 5.36312], [-0.53026, 4.17340, -3.67281], [-1.68758, 3.93505, -2.75162], [-2.78173, 4.60933, -3.11854], [-1.26307, 4.01696, -0.93654], [0.22019, 3.58344, -0.81617], [-1.29234, 5.58056, -0.82151], [-2.22561, 3.29586, -0.05593], [-2.36087, 1.85145, -2.92078], [-1.88401, 1.55089, -4.39038], [-3.79405, 2.05503, -2.71755], [-1.40749, 1.19063, -1.97578], [-0.08081, 5.13772, -3.41569], [-0.87464, 4.21870, -4.70455], [0.22732, 3.40027, -3.56372], [-3.54700, 4.39201, -2.55750], [0.35026, 2.66370, -0.43781], [-1.22544, 5.96718, 0.06059], [-2.55768, 1.74066, -5.05694], [3.49556, 2.73453, -2.02843], [3.45386, 1.62590, -1.00592], [4.68140, 0.74840, -1.00501], [2.28984, 0.77032, -1.35890], [1.32171, 0.17883, -0.29610], [0.29392, 1.18042, 0.19358], [0.59812, -1.19900, -1.17294], [-0.64999, -2.10890, -0.24924], [-1.56094, -1.14106, 0.44057], [0.07196, -2.99756, 0.79525], [0.80127, -4.24529, 0.45669], [-0.08008, -5.41110, 0.82877], [2.11026, -4.19311, 1.20468], [-1.31949, -3.11122, -1.23195], [-1.95163, -2.81551, -2.53495], [-2.18841, -4.15799, -3.18030], [-3.21244, -2.00888, -2.32555], [2.14912, -0.41062, 0.88193], [2.20035, 0.15351, 2.25641], [3.63646, 0.04330, 2.70390], [1.22652, -0.61580, 3.11383], [4.37815, 3.35017, -1.85759], [2.61523, 3.37212, -1.97028], [3.56674, 2.30999, -3.03003], [3.26283, 2.03282, -0.00761], [4.86778, 0.36238, -2.00701], [4.57518, -0.09076, -0.31907], [5.54638, 1.33668, -0.69928], [1.40751, -1.87514, -1.45842], [0.14906, -0.78112, -2.07669], [0.97698, -4.23102, -0.62254], [-0.30978, -5.38161, 1.89352], [0.44418, -6.34271, 0.61720], [-1.00932, -5.40360, 0.26268], [1.93714, -4.23071, 2.28013], [2.66609, -3.28666, 0.96627], [2.71851, -5.05375, 0.92869], [-1.21638, -2.24697, -3.11170], [-2.89444, -4.74267, -2.59137], [-1.25978, -4.71780, -3.27581], [-2.60671, -4.01456, -4.17566], [-3.88184, -2.52911, -1.63982], [-3.72667, -1.88636, -3.27863], [-3.00440, -1.01956, -1.91728], [1.89645, 1.19895, 2.17509], [3.95978, -0.99726, 2.69457], [3.72720, 0.41884, 3.72272], [4.30196, 0.62417, 2.06757], [1.53930, -1.65438, 3.21217], [0.22240, -0.59674, 2.68992], [1.19660, -0.16644, 4.10707], [-4.60526, 0.72956, 0.38318]],
  "lowdin_charge": [1.048, 0.133, -0.292, 0.039, -0.162, -0.124, -0.704, 0.896, -0.030, 0.140, 0.134, 0.086, 0.129, -0.029, -0.465, 0.098, 0.429, -0.123, -0.043, -0.440, 0.397, -0.064, -0.267, -0.367, 0.116, 0.107, 0.091, 0.140, 0.022, 0.122, 0.121, -0.025, -0.399, -0.030, -0.159, 0.496, -0.411, -0.188, 0.463, -0.414, -0.162, -0.408, -0.026, -0.028, -0.160, -0.398, -0.025, -0.043, -0.166, -0.389, -0.019, -0.020, 0.101, 0.066, 0.099, 0.139, 0.099, 0.074, 0.102, 0.107, 0.075, 0.136, 0.097, 0.100, 0.081, 0.093, 0.075, 0.099, 0.136, 0.098, 0.091, 0.098, 0.102, 0.102, 0.014, 0.114, 0.097, 0.101, 0.079, 0.093, 0.057, 0.097, 0.551],
  "max_force_ha_per_bohr": 0.012,
  "orbital_gap_ev": [9.5, 6.4],
  "homo_energy_ev": [-13.8, -14.7],
  "charge": 2,
  "spin_multiplicity": 6,
  "lumo_ev": [-4.3, -8.3],
  "de_lowest_kcal_mol": 0.0,
  "total_energy_ha": -6236.10985
}